Here is a cluster of 3 separate species, C34H56F2NO9 in total at a distorted geometry from OMol25. Energies are from ωB97M-V/def2-TZVPD.

HOMO energy ... -10.89 eV
Lowest unoccupied orbital energy ... -4.207 eV
DFT total energy ... -2260.56345 a.u.
Frontier orbital gap ... 6.68 eV

ORCA input file:
```
! wB97M-V def2-TZVPD RIJCOSX def2/J DEFGRID3
* xyz 1 1
C 3.948 -1.609 0.349
C 4.500 -0.587 1.337
C 4.233 0.869 0.927
C 2.960 1.487 1.479
N 1.718 0.888 0.929
C 1.179 -0.136 1.594
F 1.775 -0.517 2.695
C 0.042 -0.782 1.162
C -0.575 -0.356 -0.013
C -1.779 -1.166 -0.437
O -2.374 -1.044 -1.453
O -2.088 -2.100 0.483
C -2.189 -3.449 -0.034
C -1.023 -3.792 -0.940
F -0.832 -5.159 -0.959
C -0.049 0.756 -0.711
C -0.677 1.303 -1.960
C -1.615 2.532 -1.740
C -2.075 2.829 -0.315
C -3.261 1.974 0.177
C -4.396 2.869 0.666
C -5.544 2.087 1.283
C -6.117 1.055 0.304
C -7.568 0.733 0.581
O -8.047 -0.268 -0.292
C -7.796 -1.596 0.127
C 1.121 1.368 -0.197
C 1.692 2.588 -0.844
C 2.988 2.411 -1.688
C 3.150 1.090 -2.437
C 2.337 1.048 -3.747
C 4.652 0.938 -2.795
H 2.861 -1.607 0.280
H 4.375 -1.465 -0.638
H 4.231 -2.605 0.678
H 4.182 -0.792 2.353
H 5.579 -0.702 1.309
H 4.272 0.903 -0.154
H 5.055 1.485 1.272
H 2.960 1.364 2.554
H 2.930 2.554 1.309
H -0.358 -1.605 1.725
H -2.192 -4.111 0.821
H -3.139 -3.559 -0.547
H -0.109 -3.333 -0.556
H -1.170 -3.455 -1.962
H 0.127 1.649 -2.595
H -1.156 0.524 -2.524
H -2.506 2.369 -2.338
H -1.129 3.414 -2.149
H -1.250 2.828 0.398
H -2.444 3.852 -0.326
H -2.975 1.276 0.963
H -3.632 1.446 -0.693
H -3.976 3.558 1.401
H -4.754 3.479 -0.161
H -5.155 1.556 2.152
H -6.323 2.759 1.634
H -5.556 0.126 0.389
H -6.038 1.440 -0.710
H -8.197 1.605 0.419
H -7.714 0.431 1.621
H -8.738 -2.123 0.223
H -7.290 -1.636 1.090
H -7.202 -2.125 -0.616
H 1.916 3.314 -0.066
H 0.938 3.058 -1.452
H 3.853 2.626 -1.072
H 2.972 3.200 -2.435
H 2.903 0.223 -1.827
H 1.539 0.314 -3.704
H 2.976 0.745 -4.569
H 1.929 2.020 -4.005
H 4.873 1.477 -3.708
H 4.859 -0.115 -2.962
H 5.300 1.286 -1.997
C 7.499 6.829 1.565
C 6.825 5.485 1.647
C 7.612 4.399 2.347
O 7.108 3.209 1.709
C 6.692 3.557 0.471
O 6.395 2.778 -0.381
O 6.661 4.897 0.336
H 7.563 7.281 2.553
H 8.504 6.734 1.153
H 6.939 7.497 0.912
H 5.829 5.584 2.087
H 7.440 4.355 3.418
H 8.683 4.465 2.150
C -2.161 -7.501 0.400
C -3.506 -7.821 0.995
C -4.405 -8.706 0.163
O -5.710 -8.284 0.582
C -5.616 -7.000 0.998
O -6.535 -6.294 1.244
O -4.311 -6.630 1.094
H -1.525 -8.386 0.381
H -2.265 -7.122 -0.614
H -1.663 -6.733 0.987
H -3.393 -8.228 2.003
H -4.271 -9.768 0.353
H -4.306 -8.512 -0.908
*
```

Here is the ion C2H4N3O with charge +1 at a distorted geometry from OMol25. Energies are from ωB97M-V/def2-TZVPD.

Energy relative to the best compared isomer or geometry (same formula, charge and spin) ... 2.630 eV
HOMO energy ... -16.05 eV
Lowest unoccupied orbital energy ... -4.820 eV
DFT total energy ... -317.74511 a.u.
Frontier orbital gap ... 11.23 eV

ORCA input file:
```
! wB97M-V def2-TZVPD RIJCOSX def2/J DEFGRID3
* xyz 1 1
C 0.068 -1.294 -1.328
C -0.197 -0.054 -0.297
N 0.275 -2.057 -2.136
N 0.428 -0.227 0.801
N -0.663 1.068 -0.757
O 0.402 0.599 1.861
H 0.851 -1.154 0.879
H -1.135 1.116 -1.676
H -0.731 1.811 -0.006
H 0.701 0.192 2.657
*
```

Here is a structure of composition C26H20FeN7O4S at a distorted geometry from OMol25. Energies are from ωB97M-V/def2-TZVPD.

HOMO energy (alpha / beta) ... -13.42 / -13.97 eV
Lowest unoccupied orbital energy (alpha / beta) ... -6.897 / -7.889 eV
DFT total energy ... -3348.39588 a.u.
Frontier orbital gap (alpha / beta) ... 6.53 / 6.08 eV

ORCA input file:
```
! wB97M-V def2-TZVPD RIJCOSX def2/J DEFGRID3
* xyz 2 6
Fe 0.228 -1.301 0.374
O -2.833 -1.062 -2.685
C -2.097 -1.268 -1.606
O -0.889 -1.351 -1.622
C -2.818 -1.448 -0.309
C -4.184 -1.383 -0.126
C -4.681 -1.416 1.177
C -3.774 -1.449 2.253
C -2.420 -1.554 1.923
N -1.940 -1.498 0.701
C -1.309 -1.559 2.975
O -1.554 -1.838 4.243
O -0.188 -1.205 2.642
H -2.240 -1.039 -3.423
H -4.827 -1.283 -0.981
H -5.731 -1.348 1.394
H -4.162 -1.380 3.250
H -2.448 -2.162 4.432
S 2.400 -0.735 -0.614
C 1.998 0.901 -0.900
N 2.927 1.743 -1.292
N 2.546 2.954 -1.618
C 3.523 3.976 -1.727
C 4.559 3.956 -0.766
C 5.555 4.904 -0.894
C 5.593 5.671 -2.040
C 4.626 5.622 -3.038
C 3.561 4.753 -2.863
N 0.765 1.477 -0.537
N 0.042 0.868 0.282
C -1.237 1.519 0.564
C -1.678 1.601 1.860
C -2.943 2.153 2.050
C -3.745 2.546 0.998
C -3.245 2.463 -0.348
C -1.939 2.029 -0.531
H 1.554 3.106 -1.623
H 4.617 3.297 0.104
H 6.281 4.977 -0.103
H 6.396 6.405 -2.141
H 4.691 6.267 -3.964
H 2.727 4.766 -3.578
H -1.068 1.385 2.706
H -3.273 2.230 3.062
H -4.854 2.758 1.115
H -3.876 2.666 -1.246
H -1.491 2.009 -1.511
N 1.976 -8.386 -0.438
C 1.636 -7.372 -0.055
C 1.250 -6.032 0.233
C 1.913 -5.295 1.253
C 1.576 -3.959 1.358
N 0.624 -3.387 0.555
C -0.039 -4.112 -0.330
C 0.213 -5.452 -0.507
H 2.674 -5.742 1.914
H 2.025 -3.402 2.165
H -0.739 -3.570 -0.920
H -0.253 -6.012 -1.246
*
```

Here is a cluster of 2 separate species, C2H4N2O2 in total at a distorted geometry from OMol25. Energies are from ωB97M-V/def2-TZVPD.

Energy relative to the best compared isomer or geometry (same formula, charge and spin) ... 5.820 eV
HOMO energy ... -9.73 eV
Lowest unoccupied orbital energy ... -0.599 eV
DFT total energy ... -338.43930 a.u.
Frontier orbital gap ... 9.13 eV

ORCA input file:
```
! wB97M-V def2-TZVPD RIJCOSX def2/J DEFGRID3
* xyz 0 1
C 1.173 -0.129 -0.153
C -1.929 0.044 0.413
N -2.603 1.003 -0.026
N 2.228 -0.386 -1.155
O -1.637 -0.887 1.096
O 3.028 -1.401 -0.937
H 1.077 -0.845 0.907
H 0.283 -0.082 -0.664
H 1.547 0.838 0.332
H -3.166 1.845 0.187
*
```

Here is an isolated molecule of C2H4BFO at a distorted geometry from OMol25. Energies are from ωB97M-V/def2-TZVPD.

Energy relative to the best compared isomer or geometry (same formula, charge and spin) ... 2.945 eV
HOMO energy ... -10.86 eV
Lowest unoccupied orbital energy ... -2.173 eV
DFT total energy ... -278.44185 a.u.
Frontier orbital gap ... 8.69 eV

ORCA input file:
```
! wB97M-V def2-TZVPD RIJCOSX def2/J DEFGRID3
* xyz 0 1
B 0.800 -0.235 -0.163
C -1.171 0.987 0.982
C -0.796 -0.259 0.351
O -1.615 1.299 2.040
F 0.121 0.246 -1.367
H 1.259 -1.314 -0.479
H 1.436 0.728 0.237
H -0.753 1.684 0.171
H -1.512 -1.060 -0.112
*
```

Here is a cluster of 2 separate species, C4H11N3O2 in total at a distorted geometry from OMol25. Energies are from ωB97M-V/def2-TZVPD.

Energy relative to the best compared isomer or geometry (same formula, charge and spin) ... 1.315 eV
HOMO energy ... -8.88 eV
Lowest unoccupied orbital energy ... 0.593 eV
DFT total energy ... -473.75444 a.u.
Frontier orbital gap ... 9.47 eV

ORCA input file:
```
! wB97M-V def2-TZVPD RIJCOSX def2/J DEFGRID3
* xyz 0 1
C -2.066 0.711 1.270
C -1.405 2.022 1.406
O -1.840 3.111 1.091
O -0.137 1.979 1.905
H -2.286 0.319 2.262
H -1.602 0.040 0.559
H -3.031 0.958 0.816
C -0.340 -2.067 -1.503
C 1.395 -0.851 -0.495
N 2.342 -0.486 0.393
N 0.648 -1.871 -0.459
N 1.166 0.248 -1.449
H 3.107 0.146 0.208
H 2.505 -0.973 1.250
H 0.401 2.788 1.854
H 1.126 -0.223 -2.343
H 2.059 0.742 -1.509
H -0.267 -3.112 -1.817
H -0.429 -1.418 -2.376
H -1.346 -2.064 -1.063
*
```